This record from the Open Molecules 2025 dataset describes one molecule with the formula C2H3NOS at a distorted geometry. The level of theory is ωB97M-V with the def2-TZVPD basis set.

XYZ file:
```
8
Properties=species:S:1:pos:R:3
C -2.0895 0.4997 -0.0354
C -0.2263 -0.5754 0.0122
N -0.7056 0.7650 0.0906
O -3.0673 1.1790 0.0427
S -1.8892 -1.3247 -0.0248
H 0.3913 -0.8324 -0.7438
H 0.3404 -0.7128 0.8891
H -0.3549 1.4793 -0.4568
```

Values from the calculation:
Relative energy (zero: lowest compared OMol25 entry of this formula, charge and spin) in eV: 0.385
Total energy in eV: -16494.8136
2S+1: 1